5
Properties=species:S:1:pos:R:3:forces:R:3 method="wB97M-V/def2-TZVPD" homo_ha=-0.37987 de_lowest_kj_mol=270.7 e_tot_ha=-950.0829
Si -0.8949 0.1075 0.1162 -0.4 -2.1 -0.3
F -1.6135 -1.3958 -0.2140 0.8 1.8 0.4
H 2.3324 -0.4091 0.3976 1.2 2.8 -2.3
F 2.6594 0.3283 -0.2164 -1.2 -2.8 2.3
Cl -2.4834 1.3691 -0.0834 -0.4 0.2 -0.1

10
Properties=species:S:1:pos:R:3:forces:R:3 method="wB97M-V/def2-TZVPD" homo_ha=-0.70126 de_lowest_kj_mol=21.4 total_charge=+3 e_tot_ha=-1051.8786
F -3.1944 -22.3571 21.0624 -1.4 -0.5 1.2
Sr -2.7277 -23.7531 23.2732 1.7 2.0 -0.3
F -1.6466 -21.3055 23.1519 -1.0 -1.2 -1.2
O -3.9729 -20.6895 16.4258 -1.0 -0.5 1.1
Sr -5.9460 -22.3568 20.5871 0.7 0.8 -2.4
O -3.6653 -19.8688 18.5556 -0.9 0.3 2.1
Cl -4.2837 -20.9662 17.7893 3.0 1.1 -4.1
O -5.7259 -21.1221 17.9527 -0.2 -0.2 2.2
O -3.5890 -22.1463 18.2385 -0.8 -1.3 1.2
Sr -1.8436 -20.2542 20.7929 -0.2 -0.5 0.2

7
Properties=species:S:1:pos:R:3:forces:R:3 method="wB97M-V/def2-TZVPD" homo_ha=-0.40725 de_lowest_kj_mol=276.5 e_tot_ha=-1032.5842
H -0.6862 -1.3351 -1.8454 0.8 0.7 1.4
O 0.0554 -0.1839 1.5425 -0.6 0.2 -1.5
Cl -1.4767 1.5538 -0.1265 -0.3 0.2 0.0
H 0.9811 -0.4034 1.4394 1.4 -0.2 1.0
N -0.2398 -1.1820 -0.9085 -0.6 1.1 0.3
F 1.6150 1.4960 -0.1077 -2.8 -2.4 0.2
P -0.2488 0.0547 0.0063 2.1 0.5 -1.4

6
Properties=species:S:1:pos:R:3:forces:R:3 method="wB97M-V/def2-TZVPD" homo_ha=-0.17719 de_lowest_kj_mol=49.5 total_charge=-1 e_tot_ha=-745.4340
N -1.4644 1.1525 -0.8750 1.6 -4.9 7.3
F 1.7256 0.3707 0.7071 0.0 -0.9 -0.1
H 1.5279 -0.4816 0.1161 0.1 1.5 0.5
O -1.4521 -0.1199 1.1053 0.5 -1.1 1.6
Cl 0.9906 -1.3997 -1.1846 -0.1 -0.7 -0.4
N -1.3276 0.4780 0.1311 -2.0 6.1 -8.9

7
Properties=species:S:1:pos:R:3:forces:R:3 method="wB97M-V/def2-TZVPD" homo_ha=-0.39848 de_lowest_kj_mol=428.3 e_tot_ha=-894.8953
F 1.9403 -1.3952 0.1744 -0.2 1.5 0.1
O -2.7065 -0.8496 -0.4694 0.0 -0.5 -0.8
O 1.6250 1.3861 0.0835 1.3 0.1 0.2
N 0.7947 0.5411 0.0110 0.1 -2.1 -0.2
N 0.7237 -0.7414 0.0347 0.1 -0.4 -0.2
Cl -1.9289 0.0273 0.4047 1.1 1.4 0.7
O -0.4482 1.0316 -0.2389 -2.4 0.0 0.2

18
Properties=species:S:1:pos:R:3:forces:R:3 method="wB97M-V/def2-TZVPD" homo_ha=-0.51844 de_lowest_kj_mol=0.0 total_charge=+1 e_tot_ha=-857.3621
O -1.8763 0.5017 2.5041 -0.1 0.0 -0.3
H -1.7626 1.3934 -3.2941 0.1 -0.2 0.1
H 3.7227 -0.9960 2.2663 -0.2 0.0 0.1
O -1.3314 0.9885 -2.5295 0.2 0.1 0.1
H 2.2956 -1.1048 1.7224 0.1 0.0 0.2
O 3.1379 -1.6254 -1.1638 0.0 0.1 0.0
H 4.0615 -1.3647 -1.2711 -0.2 0.0 0.0
H -2.2522 1.3816 2.3754 0.1 -0.2 0.0
Cl 0.4313 0.0434 0.1370 -0.1 0.2 -0.5
H -3.9603 -0.4971 -0.3594 0.1 0.2 -0.1
Li 1.3033 2.0793 0.3518 0.0 -0.4 0.2
O 2.8337 -0.6339 2.3731 0.1 0.1 -0.4
H -1.8137 1.3222 -1.7556 -0.1 -0.3 -0.2
H 2.6693 -0.8418 -0.8537 0.1 0.0 0.1
H -1.2161 0.3769 1.8069 0.0 0.1 0.3
Li -0.5250 -0.7709 -1.9760 -0.2 0.6 0.2
H -2.5814 -0.2233 0.2202 -0.3 0.1 0.0
O -3.1362 -0.0290 -0.5540 0.4 -0.3 0.3

16
Properties=species:S:1:pos:R:3:forces:R:3 method="wB97M-V/def2-TZVPD" homo_ha=-0.23672 de_lowest_kj_mol=30.0 total_charge=-1 e_tot_ha=-842.5053
H 1.7374 0.4200 0.3362 0.1 0.3 0.3
H 1.1522 -2.0042 -0.8164 0.9 -0.1 0.2
O -2.0508 0.5181 2.4552 -0.8 -0.1 -0.4
H -1.5342 0.1259 1.7297 0.0 -0.1 -0.1
H -1.3950 0.7159 3.1021 0.7 0.2 0.7
O 2.3920 1.0686 0.6759 0.6 -0.3 1.0
H 2.6102 0.7600 1.5872 -0.4 0.3 -1.2
Cl -0.1267 -0.5389 0.2903 0.0 -0.6 0.2
H 2.6958 -2.4778 -0.6553 -0.7 0.4 0.2
H -1.1932 2.5580 0.3219 -0.8 -0.5 -1.7
H -1.0400 -1.0402 -1.6237 0.0 0.5 -0.2
O 1.9214 -2.4502 -1.2323 0.0 -0.4 -0.4
H -1.1200 1.2237 -0.3062 -0.1 -0.1 -0.5
O -1.2589 -0.9486 -2.5672 -0.2 -1.3 -0.2
O -1.5001 2.0985 -0.5201 0.8 0.9 1.9
H -1.2902 -0.0287 -2.7774 0.1 0.9 0.2

25
Properties=species:S:1:pos:R:3:forces:R:3 method="wB97M-V/def2-TZVPD" homo_ha=-0.26079 de_lowest_kj_mol=43.5 total_charge=-1 e_tot_ha=-1071.8400
H -1.8713 -2.1364 2.2026 0.1 -0.2 0.1
H -0.2477 3.7365 -1.2585 0.2 0.1 0.0
H 0.6229 2.7895 1.0134 -0.2 -0.4 -0.2
H -2.2722 0.6445 -0.3581 0.5 -0.1 0.1
H 2.1260 0.2837 -0.1884 -0.7 0.1 -0.1
H -0.7039 2.2937 -1.2127 0.1 -0.6 0.2
H 2.0128 -1.5218 1.1961 -0.1 0.3 -0.2
H -0.1466 -1.3745 -3.4709 0.2 -0.1 -0.1
H 2.2144 -2.9823 1.5400 -0.1 -0.2 -0.1
O 3.0408 0.5656 -0.1847 0.9 0.0 -0.2
O -3.1691 0.9790 -0.3565 -0.8 0.0 -0.2
O 0.9832 3.0610 1.8576 0.3 0.7 0.3
O -2.3175 -1.3350 1.9286 -0.5 -0.3 0.3
H -0.5954 -3.5125 -1.0299 -0.2 0.1 -0.1
O 2.5966 -2.1144 1.6697 0.3 -0.1 0.3
H -3.0965 1.8587 0.0139 0.1 0.2 0.0
H -0.4820 -0.5684 -2.2341 0.1 0.3 0.6
O -0.8828 -0.9929 -2.9927 -0.3 -0.3 -0.4
H 1.3950 2.2711 2.2080 -0.1 -0.3 0.0
O 0.2199 -3.3357 -0.5607 0.3 -0.5 0.1
H 0.1232 -2.4387 -0.2410 -0.1 0.6 0.0
H 3.0929 1.2020 0.5283 0.0 0.1 0.1
Cl -0.0563 0.3656 0.1567 0.0 -0.3 -0.1
O -0.9091 3.1402 -1.6095 -0.3 0.5 -0.2
H -1.6772 -0.8784 1.3830 0.4 0.5 -0.3

25
Properties=species:S:1:pos:R:3:forces:R:3 method="wB97M-V/def2-TZVPD" homo_ha=-0.17005 de_lowest_kj_mol=219.8 total_charge=-1 e_tot_ha=-1071.7729
Cl -17.7156 -0.0967 7.2610 0.1 0.1 0.0
H -14.4709 3.5326 5.4428 -0.1 0.2 0.1
H -20.0074 2.5740 2.8484 0.0 0.2 0.1
H -16.5966 1.2777 13.0360 0.2 0.1 0.0
H -21.6384 2.3249 7.1193 0.3 0.1 0.0
H -19.8296 5.9505 8.5317 -0.1 0.1 0.2
H -19.7451 1.2185 3.4694 0.1 -0.2 0.3
H -13.6888 -3.4219 8.1174 0.1 0.0 -0.2
O -22.5535 2.0538 7.1921 -0.4 0.2 0.0
H -17.4024 0.8194 11.8392 -0.1 -0.1 -0.4
H -14.8669 3.1732 8.7858 -0.2 -0.3 -0.2
H -14.9627 2.1144 5.6398 -0.4 -0.4 0.1
H -13.9112 3.9012 9.7070 0.2 0.0 0.1
H -22.5267 1.0991 7.1283 0.1 -0.2 0.0
O -19.5472 5.4330 7.7776 -0.1 0.1 -0.2
O -14.7969 3.9457 9.3467 -0.1 0.3 0.1
H -18.0529 -3.9236 5.2693 0.1 0.4 0.2
H -18.6631 -4.8924 4.2789 -0.1 0.0 -0.2
O -14.1958 -3.4430 8.9290 0.2 -0.2 0.2
O -18.0440 -4.8442 5.0074 0.1 -0.3 0.0
O -14.3950 2.6484 5.0841 0.3 0.1 -0.2
H -14.9280 -2.8473 8.7701 -0.3 0.2 -0.1
H -19.0059 4.7383 8.1525 0.2 -0.3 0.0
O -19.8505 1.6566 2.6249 -0.1 0.0 -0.3
O -17.2638 0.6450 12.7701 -0.1 -0.1 0.3

38
Properties=species:S:1:pos:R:3:forces:R:3 method="wB97M-V/def2-TZVPD" homo_ha=-0.26961 de_lowest_kj_mol=107.0 total_charge=-1 e_tot_ha=-1601.8075
H 15.9178 -1.0047 -1.7238 0.5 -0.3 0.5
O 20.6223 -2.1467 0.8389 0.3 0.3 0.7
H 16.3527 -5.9987 -2.6860 1.2 -0.6 1.4
H 16.7376 -0.2384 -3.4688 -0.6 -1.9 0.0
H 17.8715 -2.5965 -6.4147 0.3 0.0 0.4
H 18.5633 0.0278 -4.4515 0.8 0.7 -0.2
H 20.8889 -2.9302 0.3811 0.2 -0.8 -0.8
H 17.5865 -5.9674 -1.6556 0.4 0.0 -0.5
O 17.8687 -6.3363 -4.7177 -1.2 -1.2 0.3
H 17.7918 -2.8879 -0.0432 -0.5 -1.2 -0.1
O 17.8819 -2.0007 0.2685 -1.6 0.8 0.5
H 19.5787 -1.0007 -4.2981 0.7 -1.0 0.2
O 16.2269 -1.6462 -2.3661 -1.7 0.0 -1.0
O 20.4065 -0.3014 -1.1251 1.0 0.6 1.1
H 20.4268 -2.4630 1.7208 -0.2 0.1 0.3
H 18.3175 -6.3943 -5.5392 0.6 0.0 -1.2
O 20.5610 -3.8867 -1.9653 -3.2 1.5 -2.5
O 18.1822 -4.1903 -2.8512 2.6 0.7 0.3
O 17.0500 0.5881 -3.7970 -0.4 1.4 0.1
H 19.9557 -5.4033 1.0466 -0.6 0.1 -1.0
H 19.3523 -2.9903 -6.0959 -0.2 0.1 0.4
H 19.9720 -4.8986 -0.4455 -0.1 -0.1 0.1
O 19.3925 -5.2360 0.2581 0.6 -0.1 0.8
O 19.5106 -0.1308 -4.6584 -0.8 0.6 -0.3
H 17.1464 -1.8640 -2.2636 1.0 0.2 0.7
H 20.7720 -0.9137 -0.4546 -0.5 0.6 -0.7
Cl 19.4169 -3.3460 -2.8860 0.1 0.4 -1.0
O 18.9505 -1.9751 -2.4781 1.2 -2.7 -0.4
O 19.8879 -3.2328 -4.3164 -0.3 -0.8 3.5
H 16.3618 -4.8435 -1.1268 -1.0 0.6 1.2
O 16.7029 -6.3090 -1.8006 -1.2 -0.3 -1.2
O 15.9773 -4.0572 -0.6386 0.8 -0.1 -1.3
H 16.0887 -3.3810 -1.3379 -0.5 0.0 0.6
O 18.7385 -2.7619 -6.7919 -0.2 -0.1 -1.2
H 16.8223 1.1112 -3.0199 0.4 0.6 -0.2
H 18.7964 -1.8156 0.2236 1.6 0.5 -0.1
H 20.0659 -0.8315 -1.8380 -0.1 -0.2 -0.2
H 18.2716 -5.6236 -4.2590 0.6 1.2 0.8